The following is a quantum chemistry calculation of an isolated molecule of C4H10S2, from OMol25.

```
16
C4H10S2, DFT ωB97M-V with the def2-TZVPD basis set
C -2.121 -1.071 -0.252
C -0.824 -0.794 0.495
C 0.418 -0.982 -0.365
S 0.606 0.264 -1.683
S 0.508 2.045 -0.670
C 1.985 1.996 0.359
H -2.431 -0.160 -0.747
H -2.102 -1.868 -0.993
H -2.920 -1.279 0.456
H -0.798 0.205 0.936
H -0.735 -1.448 1.371
H 1.282 -0.916 0.294
H 0.369 -1.939 -0.880
H 2.032 2.964 0.848
H 1.856 1.174 1.061
H 2.877 1.810 -0.231
```

Values from the calculation:
DFT total energy	-25980.8029	eV
SMILES	CCCSSC
relative energy (zero: lowest compared OMol25 entry of this formula, charge and spin)	4.2	kcal per mole
highest occupied orbital energy	-8.50	eV
lowest unoccupied orbital energy	0.80	eV

Mulliken atomic charge list, values in e, 6 entries: -1.167 -0.280 -0.786 -0.094 -0.091 -0.731



The following is a quantum chemistry calculation of a cluster of 2 separate species, CH6N2O2S in total, from OMol25.

```
12
CH6N2O2S, DFT ωB97M-V with the def2-TZVPD basis set
C -1.050 0.379 -0.163
N -0.816 -0.857 -0.057
N -1.113 1.079 -1.298
O 1.560 -0.975 0.053
O 0.940 -0.021 2.339
S 2.187 -0.801 1.550
H -1.137 0.957 0.707
H 1.717 -0.340 -0.745
H -0.495 -1.359 -0.986
H 0.246 -0.656 2.329
H -0.994 0.564 -2.203
H -1.046 2.030 -1.525
```

Values from the calculation:
DFT total energy	-19037.6388	eV
relative energy (zero: lowest compared OMol25 entry of this formula, charge and spin)	41.9	kcal per mole
multiplicity	3
expectation value of S²	2.007
highest occupied orbital energy (alpha / beta)	-4.29 / -8.60	eV
lowest unoccupied orbital energy (alpha / beta)	0.59 / -1.75	eV

Mulliken atomic charge list, values in e, 6 entries: -0.172 -0.513 -0.342 -0.449 -0.458 0.158



The following is a quantum chemistry calculation of a cluster of 2 separate species, C2H5O3 in total, from OMol25.

```
10
C2H5O3, DFT ωB97M-V with the def2-TZVPD basis set
O -0.056 -0.288 -1.398
C 0.763 -0.641 -0.477
O 1.532 -1.607 -0.463
C 0.991 0.372 0.610
H 0.269 0.404 1.449
H 1.925 0.137 1.062
H 1.123 1.417 0.129
H -1.629 0.377 -0.716
H -2.317 -0.390 0.238
O -2.601 0.219 -0.434
```

Values from the calculation:
DFT total energy	-8299.1429	eV
relative energy (zero: lowest compared OMol25 entry of this formula, charge and spin)	12.3	kcal per mole
highest occupied orbital energy	-4.39	eV
lowest unoccupied orbital energy	4.35	eV
charge	-1

Mulliken atomic charge list, values in e, 6 entries: -0.776 0.542 -0.702 -0.762 0.220 0.316



The following is a quantum chemistry calculation of an isolated molecule of C2H3BrOS, from OMol25.

```
8
C2H3BrOS, DFT ωB97M-V with the def2-TZVPD basis set
O 0.064 0.075 1.671
C -0.429 0.488 0.493
C 0.237 -0.578 -0.920
S 1.520 -1.521 -0.696
Br -0.790 -0.461 -2.473
H 1.099 0.133 1.742
H -1.512 0.457 0.319
H -0.189 1.408 -0.136
```

Values from the calculation:
DFT total energy	-85045.5069	eV
SMILES	OCC(=S)Br
relative energy (zero: lowest compared OMol25 entry of this formula, charge and spin)	44.8	kcal per mole
highest occupied orbital energy	-8.85	eV
lowest unoccupied orbital energy	-0.32	eV

Mulliken atomic charge list, values in e, 6 entries: -0.459 -0.410 0.102 -0.214 -0.048 0.358



The following is a quantum chemistry calculation of a cluster of 9 separate species, C17H41Cl15O16P4 in total, from OMol25.

```
93
C17H41Cl15O16P4, DFT ωB97M-V with the def2-TZVPD basis set
C 19.639 -0.342 -15.550
O 18.771 0.786 -15.285
P 17.312 0.943 -15.929
O 17.188 0.488 -17.341
O 16.304 0.306 -14.849
C 16.283 0.683 -13.488
O 17.056 2.508 -15.724
C 17.958 3.420 -16.291
H 19.706 -0.996 -14.683
H 20.652 -0.005 -15.769
H 19.281 -0.814 -16.464
H 15.287 1.028 -13.211
H 17.017 1.454 -13.257
H 16.452 -0.192 -12.861
H 17.481 3.956 -17.111
H 18.907 3.026 -16.662
H 18.313 4.136 -15.547
C 14.737 6.233 -16.788
O 15.591 5.778 -17.837
P 15.909 6.807 -19.038
O 16.625 8.004 -18.547
O 14.463 7.119 -19.591
C 14.240 8.231 -20.430
O 16.514 5.924 -20.226
C 17.880 5.561 -20.241
H 13.892 5.557 -16.661
H 14.421 7.275 -16.814
H 15.264 6.153 -15.835
H 13.207 8.556 -20.322
H 14.533 8.036 -21.461
H 14.867 9.045 -20.062
H 18.393 6.251 -20.911
H 17.888 4.533 -20.597
H 18.288 5.701 -19.240
C 23.636 0.451 -12.450
O 23.717 -0.984 -12.499
P 22.586 -1.927 -13.172
O 22.778 -3.377 -13.019
O 22.428 -1.442 -14.693
C 23.443 -1.654 -15.672
O 21.196 -1.354 -12.565
C 20.917 -1.521 -11.186
H 22.649 0.908 -12.478
H 24.284 0.923 -13.189
H 24.164 0.728 -11.536
H 23.051 -2.416 -16.346
H 24.355 -1.944 -15.151
H 23.576 -0.753 -16.269
H 21.709 -1.867 -10.520
H 20.070 -2.202 -11.103
H 20.602 -0.526 -10.872
C 19.884 2.049 -12.059
O 20.254 3.065 -11.145
P 21.755 3.689 -11.079
O 22.736 2.801 -11.671
O 21.570 5.161 -11.712
C 22.747 5.941 -11.895
O 22.055 3.972 -9.490
C 22.196 2.815 -8.632
H 19.653 1.088 -11.595
H 20.699 1.773 -12.730
H 18.997 2.309 -12.635
H 23.525 5.714 -11.166
H 22.466 6.962 -11.629
H 23.092 5.977 -12.926
H 21.643 2.870 -7.695
H 23.237 2.753 -8.314
H 21.932 1.917 -9.191
Cl 19.210 1.013 -8.832
C 17.586 0.288 -8.780
Cl 17.708 -1.495 -8.597
Cl 16.605 0.796 -10.152
H 17.146 0.672 -7.865
Cl 19.099 -3.322 -13.730
C 19.814 -4.941 -13.660
Cl 18.893 -6.090 -14.672
Cl 19.788 -5.472 -11.995
H 20.815 -4.895 -14.079
Cl 13.675 4.755 -10.319
C 12.618 3.863 -11.407
Cl 11.087 3.438 -10.583
Cl 13.313 2.347 -12.082
H 12.452 4.517 -12.258
Cl 15.386 -3.527 -14.978
C 15.679 -2.525 -16.416
Cl 14.446 -2.936 -17.661
Cl 17.292 -2.737 -17.076
H 15.543 -1.467 -16.213
Cl 16.528 1.909 -21.328
C 17.584 0.734 -20.529
Cl 19.095 1.513 -20.079
Cl 17.909 -0.728 -21.550
H 17.101 0.401 -19.614
```

Values from the calculation:
DFT total energy	-276053.9725	eV
SMILES	COP(=O)(OC)OC.COP(=O)(OC)OC.COP(=O)(OC)OC.COP(=O)(OC)OC.ClC(Cl)Cl.ClC(Cl)Cl.ClC(Cl)Cl.ClC(Cl)Cl.ClC(Cl)Cl
relative energy (zero: lowest compared OMol25 entry of this formula, charge and spin)	7.8	kcal per mole
highest occupied orbital energy	-10.64	eV
lowest unoccupied orbital energy	0.16	eV

Mulliken atomic charge list, values in e, 6 entries: 0.090 -0.007 0.561 -0.521 -0.446 0.136



The following is a quantum chemistry calculation of a structure of composition C16H12ClKN2O5S3, from OMol25.

```
40
C16H12ClKN2O5S3, DFT ωB97M-V with the def2-TZVPD basis set
K -0.068 -0.810 -0.665
S -0.963 -1.696 2.008
C -0.799 -3.376 1.704
C -0.371 -4.159 2.775
C -0.201 -5.540 2.687
C 0.330 -6.255 3.761
N 0.805 -6.826 4.647
C -0.542 -6.189 1.472
C -1.005 -5.418 0.409
C -1.116 -4.031 0.468
S -1.687 -3.251 -0.947
C -0.441 -7.572 1.338
N -0.366 -8.717 1.201
H -0.149 -3.651 3.708
H -1.275 -5.901 -0.522
C 1.962 4.997 1.477
C 1.125 4.141 0.573
C 1.323 4.160 -0.801
C 0.512 3.417 -1.637
C -0.497 2.641 -1.100
C -0.680 2.578 0.268
C 0.121 3.338 1.098
S -1.568 1.640 -2.154
C -2.273 3.151 -3.003
O -2.654 1.204 -1.274
H 2.861 5.333 0.968
H 2.251 4.455 2.373
H 1.393 5.876 1.785
H 2.137 4.734 -1.219
H 0.688 3.414 -2.701
H -1.463 1.948 0.664
H -0.044 3.309 2.165
H -2.673 3.816 -2.245
H -3.064 2.804 -3.658
H -1.485 3.626 -3.573
O 1.593 0.674 -1.039
Cl 1.980 0.556 -2.408
O 2.982 1.522 -2.706
O 0.841 0.804 -3.236
O 2.482 -0.742 -2.660
```

Values from the calculation:
DFT total energy	-91352.6267	eV
relative energy (zero: lowest compared OMol25 entry of this formula, charge and spin)	31.6	kcal per mole
highest occupied orbital energy	-0.85	eV
lowest unoccupied orbital energy	3.88	eV
charge	-2

Mulliken atomic charge list, values in e, 6 entries: 0.977 -0.635 0.181 -0.839 0.487 0.108